# C7H9N5OS

One molecule with the formula C7H9N5OS (the ωB97M-V functional and the def2-TZVPD basis, the OMol25 dataset).

XYZ file:
```
23
Properties=species:S:1:pos:R:3:lowdin_spin:R:1
C 3.018 1.359 0.414 0.017
C 1.666 2.847 1.217 0.011
C -0.755 -1.785 1.764 0.271
C -1.423 -1.572 0.619 0.119
C -0.161 0.347 0.533 0.398
C -1.003 -0.826 -2.438 0.009
C -1.770 -0.253 -1.324 0.016
N 3.671 2.255 1.047 0.007
N 2.849 3.205 1.618 0.006
N 0.540 1.207 -0.109 0.471
N 1.644 1.752 0.481 0.038
N -1.142 -0.415 -0.091 0.171
O -2.062 -2.588 -0.029 0.036
S 0.307 -0.421 2.146 0.412
H 3.428 0.726 -0.231 0.001
H 0.809 3.209 1.733 0.000
H -0.667 -2.584 2.536 0.008
H -1.499 -0.876 -3.366 0.001
H 0.000 -0.382 -2.347 0.001
H -0.872 -1.864 -2.183 0.000
H -2.049 0.800 -1.374 0.003
H -2.700 -0.737 -1.100 0.002
H -1.831 -3.405 0.484 0.001
```

Calculated values
LUMO level (alpha / beta): -0.0022 / -0.0926 hartree
Kohn-Sham gap (alpha / beta): 4.73 / 6.55 eV
HOMO level (alpha / beta): -4.79 / -9.07 eV
⟨S²⟩: 2.009
Spin multiplicity: 3
Total charge: 0

***

# C27H23BrN3O3RuS2

C27H23BrN3O3RuS2 as an isolated structure (the ωB97M-V functional and the def2-TZVPD basis, the OMol25 dataset).

XYZ file:
```
60
Properties=species:S:1:pos:R:3:lowdin_spin:R:1
Ru -0.525 -0.079 0.147 1.000
Br 2.437 -3.757 -5.660 0.000
C 1.623 -2.564 -4.418 0.000
C 0.587 -1.743 -4.860 0.000
C -0.001 -0.876 -3.970 0.002
C 0.417 -0.790 -2.626 0.003
O -0.155 0.065 -1.851 0.023
C 1.491 -1.648 -2.184 0.001
C 1.994 -1.623 -0.866 -0.002
N 1.453 -0.978 0.155 0.001
C 2.049 -0.864 1.372 0.004
C 3.404 -1.135 1.627 -0.005
C 3.903 -1.083 2.916 0.001
C 3.090 -0.775 3.987 -0.005
C 1.746 -0.427 3.778 0.000
C 0.860 -0.092 4.823 -0.006
C -0.431 0.271 4.522 0.002
C -0.830 0.353 3.193 -0.005
N -0.023 0.020 2.187 0.009
C 1.230 -0.416 2.453 0.002
C 2.069 -2.527 -3.120 0.000
H 0.241 -1.803 -5.880 0.000
H -0.815 -0.237 -4.276 0.000
H 2.882 -2.226 -0.683 0.000
H 4.065 -1.358 0.804 -0.001
H 4.945 -1.305 3.084 0.000
H 3.469 -0.794 4.996 0.000
H 1.203 -0.131 5.846 0.000
H -1.146 0.499 5.294 0.000
H -1.833 0.672 2.946 0.000
H 2.864 -3.184 -2.800 0.000
O -3.626 -0.903 3.375 0.001
S -2.849 -1.948 2.772 0.009
O -1.799 -2.512 3.567 0.000
N -2.217 -1.419 1.311 0.039
C -2.747 -2.096 0.318 0.009
S -2.225 -1.772 -1.244 0.043
C -3.732 -3.102 0.659 0.001
C -4.443 -3.937 -0.195 0.002
C -5.327 -4.844 0.362 0.000
C -5.501 -4.924 1.738 0.000
C -4.792 -4.085 2.595 0.001
C -3.916 -3.190 2.034 0.004
H -4.305 -3.865 -1.261 0.001
H -5.897 -5.491 -0.287 0.000
H -6.198 -5.639 2.148 0.000
H -4.915 -4.122 3.667 0.000
C -2.993 2.169 0.530 0.001
C -1.628 2.818 0.782 -0.009
C -1.600 4.284 0.320 -0.008
C -0.555 2.071 0.026 -0.109
H -3.797 2.773 0.945 0.000
H -3.029 1.184 1.007 0.002
H -3.164 2.042 -0.540 0.000
H -1.415 2.805 1.860 0.000
H -1.712 4.354 -0.761 0.000
H -0.647 4.733 0.596 0.000
H -2.399 4.853 0.788 -0.001
H 0.452 2.374 0.337 -0.008
H -0.674 2.239 -1.053 -0.004
```

Calculated values
LUMO level (alpha / beta): -0.0453 / -0.0459 hartree
Kohn-Sham gap (alpha / beta): 6.18 / 5.82 eV
HOMO level (alpha / beta): -7.42 / -7.07 eV
⟨S²⟩: 1.071
ΔE to the lowest compared entry with this formula, charge and spin: 0.151 eV
Spin multiplicity: 2
Total charge: 0

***

# C25H47ClF3I2NO33P2S7

A 6-piece molecular cluster, C25H47ClF3I2NO33P2S7 overall (the ωB97M-V functional and the def2-TZVPD basis, the OMol25 dataset).

XYZ file:
```
121
Properties=species:S:1:pos:R:3:lowdin_charge:R:1
C -0.345 4.839 3.837 -0.067
C -0.158 4.779 2.223 -0.237
O 0.182 3.410 1.918 -0.262
C 1.307 3.290 1.027 -0.194
C 2.018 1.877 0.965 -0.135
C 1.162 0.587 1.345 -0.576
O 0.241 0.074 0.421 -0.220
C -1.005 0.639 0.113 -0.587
Cl -1.595 -0.657 -1.169 0.543
C -1.100 1.938 -0.779 -0.162
C 0.001 2.104 -1.940 -0.737
O 0.053 3.268 -2.433 -0.108
I 1.338 0.669 -2.814 0.955
C -2.227 0.395 1.206 -0.596
I -4.075 0.211 -0.045 1.341
O -1.833 -0.870 1.712 -0.114
C -2.499 -1.532 2.727 -0.516
C -2.288 -1.022 4.256 -0.022
N -1.851 -2.906 2.749 0.086
F -3.891 -1.900 2.512 -0.037
C -2.553 1.567 2.206 -0.315
C -4.025 1.474 2.901 -0.100
F -2.646 2.904 1.619 -0.085
P 0.707 0.474 3.213 0.982
P 2.521 0.327 4.461 0.457
O 2.057 0.860 5.844 -0.395
O 3.768 1.382 3.976 -0.236
O 3.025 -1.262 4.738 -0.198
S 2.454 -0.830 1.239 0.780
O 3.835 -0.415 1.573 -0.292
O 1.867 -1.936 2.052 -0.334
F 2.509 -1.437 -0.342 -0.247
H -1.014 5.729 4.120 0.087
H -0.879 3.858 4.124 0.067
H 0.648 4.848 4.389 0.078
H -1.137 5.088 1.726 0.123
H 0.628 5.548 1.927 0.124
H 2.089 4.067 1.379 0.140
H 0.964 3.695 0.000 0.123
H 2.376 1.724 -0.124 0.099
H 2.996 1.985 1.565 0.120
H -2.094 2.041 -1.356 0.112
H -1.030 2.937 -0.205 0.122
H -1.608 -1.730 4.857 0.095
H -1.830 0.008 4.348 0.037
H -3.316 -1.109 4.774 0.103
H -0.841 -2.712 2.764 0.075
H -2.162 -3.399 3.599 0.085
H -1.845 1.713 3.091 0.089
H -4.304 0.440 3.255 0.062
H -3.941 2.133 3.847 0.095
H -4.824 1.992 2.261 0.070
H 0.137 1.684 3.706 -0.043
H 3.725 2.198 4.534 0.090
H 3.622 -1.578 4.010 0.073
C -8.466 -3.074 -1.725 -0.165
C -8.569 -1.584 -2.011 -0.167
O -8.049 -0.946 -0.843 -0.186
S -6.892 -1.882 -0.200 0.644
O -5.613 -1.394 -0.652 -0.616
O -7.194 -2.092 1.180 -0.201
O -7.233 -3.238 -1.020 -0.178
H -9.278 -3.408 -1.073 0.135
H -8.465 -3.671 -2.637 0.138
H -9.594 -1.267 -2.199 0.138
H -7.939 -1.301 -2.860 0.135
C -0.506 6.276 -3.429 -0.166
C -0.217 6.748 -4.843 -0.162
O -0.235 8.176 -4.768 -0.198
S 0.298 8.635 -3.306 0.644
O 1.686 8.971 -3.418 -0.231
O -0.669 9.518 -2.729 -0.233
O 0.185 7.192 -2.576 -0.194
H -1.574 6.339 -3.202 0.136
H -0.159 5.257 -3.255 0.099
H -0.956 6.391 -5.561 0.113
H 0.781 6.440 -5.166 0.138
C -3.207 7.716 -9.459 -0.170
C -4.060 7.696 -8.200 -0.171
O -4.338 6.316 -7.964 -0.191
S -3.082 5.427 -8.476 0.650
O -2.251 5.130 -7.347 -0.236
O -3.572 4.418 -9.363 -0.218
O -2.350 6.579 -9.352 -0.189
H -3.822 7.596 -10.355 0.134
H -2.618 8.630 -9.544 0.137
H -4.984 8.261 -8.315 0.137
H -3.503 8.081 -7.340 0.132
C 2.786 -3.760 -2.392 -0.169
C 3.797 -4.894 -2.441 -0.165
O 3.471 -5.632 -3.620 -0.198
S 2.882 -4.611 -4.735 0.646
O 3.946 -4.259 -5.628 -0.229
O 1.624 -5.117 -5.190 -0.226
O 2.611 -3.351 -3.750 -0.200
H 1.821 -4.108 -2.014 0.142
H 3.133 -2.927 -1.786 0.107
H 3.747 -5.535 -1.559 0.119
H 4.815 -4.510 -2.554 0.136
C 4.560 -4.080 6.536 -0.176
C 5.402 -2.871 6.906 -0.181
O 6.131 -3.267 8.068 -0.190
S 6.437 -4.859 7.981 0.649
O 7.764 -5.035 7.473 -0.229
O 5.983 -5.472 9.192 -0.226
O 5.389 -5.213 6.794 -0.190
H 3.675 -4.153 7.173 0.137
H 4.253 -4.064 5.490 0.130
H 4.796 -1.989 7.113 0.133
H 6.124 -2.637 6.118 0.133
C 5.179 -10.131 -0.685 -0.170
C 4.043 -9.574 -1.528 -0.170
O 3.106 -9.052 -0.585 -0.190
S 3.909 -8.499 0.711 0.650
O 4.078 -7.081 0.564 -0.241
O 3.346 -9.096 1.882 -0.218
O 5.332 -9.212 0.397 -0.189
H 4.919 -11.108 -0.268 0.134
H 6.108 -10.214 -1.249 0.137
H 3.576 -10.335 -2.153 0.138
H 4.386 -8.748 -2.157 0.130
```

Calculated values
LUMO level: -0.0441 hartree
Kohn-Sham gap: 7.23 eV
HOMO level: -8.43 eV
Total charge: 0

***

# C16H12Cl40F3O2S

A 11-piece molecular cluster, C16H12Cl40F3O2S overall (the ωB97M-V functional and the def2-TZVPD basis, the OMol25 dataset).

XYZ file:
```
74
Properties=species:S:1:pos:R:3:lowdin_charge:R:1
C 3.160 -0.430 -1.139 -0.014
C 4.099 -1.644 -1.251 -0.408
O 4.899 -1.409 -2.404 -0.016
C 3.339 -2.947 -1.534 -0.170
O 2.343 -3.222 -0.473 -0.385
S 1.304 -4.369 -0.997 1.155
C -0.263 -3.451 -1.163 -0.303
C -0.125 -2.231 -2.110 -0.070
C -1.096 -1.098 -1.782 -0.710
F -1.923 -0.904 -2.781 0.185
F -0.423 0.006 -1.543 0.088
F -1.850 -1.322 -0.723 0.113
H 2.998 0.025 -2.116 0.100
H 2.215 -0.709 -0.668 0.066
H 3.637 0.325 -0.515 0.075
H 4.723 -1.703 -0.357 0.124
H 5.741 -1.833 -2.221 0.098
H 2.852 -2.844 -2.507 0.121
H 4.026 -3.800 -1.545 0.137
H 1.703 -4.838 -2.227 -0.043
H -0.485 -3.141 -0.134 -0.028
H -1.049 -4.077 -1.586 0.124
H -0.331 -2.525 -3.141 0.119
H 0.891 -1.843 -2.130 0.093
C -2.082 -2.052 2.828 -2.009
Cl -1.912 -2.556 4.511 0.562
Cl -2.310 -0.312 2.743 0.517
Cl -0.594 -2.477 1.940 0.578
Cl -3.466 -2.872 2.097 0.553
C -0.656 2.964 0.845 -1.996
Cl -1.649 1.678 0.159 0.575
Cl 1.003 2.373 1.015 0.510
Cl -0.682 4.375 -0.229 0.504
Cl -1.291 3.426 2.430 0.530
C -5.999 1.664 3.857 -2.023
Cl -6.883 2.670 5.008 0.503
Cl -4.427 2.401 3.519 0.491
Cl -5.758 0.050 4.548 0.505
Cl -6.919 1.526 2.352 0.516
C -4.906 2.696 8.970 -2.051
Cl -4.629 4.282 8.238 0.520
Cl -5.223 1.511 7.696 0.485
Cl -3.473 2.211 9.886 0.523
Cl -6.298 2.782 10.054 0.530
C 2.334 -8.042 -3.759 -2.033
Cl 3.632 -8.310 -4.917 0.564
Cl 2.987 -8.050 -2.113 0.529
Cl 1.584 -6.458 -4.079 0.499
Cl 1.116 -9.303 -3.923 0.566
C 4.211 4.527 -0.899 -2.016
Cl 2.505 4.728 -0.497 0.452
Cl 4.975 3.493 0.317 0.496
Cl 4.355 3.766 -2.490 0.531
Cl 5.016 6.105 -0.927 0.524
C -10.712 3.094 2.782 -2.048
Cl -11.212 2.477 1.202 0.522
Cl -12.051 3.978 3.520 0.531
Cl -10.256 1.737 3.825 0.501
Cl -9.329 4.181 2.578 0.500
C 0.685 8.410 -1.429 -2.035
Cl -0.343 7.148 -2.128 0.502
Cl 2.336 7.801 -1.263 0.480
Cl 0.677 9.821 -2.492 0.537
Cl 0.060 8.864 0.161 0.533
C 7.641 0.556 1.886 -2.047
Cl 7.069 -0.008 0.304 0.518
Cl 6.358 1.481 2.676 0.510
Cl 8.068 -0.835 2.889 0.534
Cl 9.058 1.582 1.665 0.548
C 1.403 -3.821 -7.669 -2.053
Cl 0.353 -3.137 -8.907 0.553
Cl 3.028 -3.151 -7.828 0.537
Cl 0.757 -3.416 -6.063 0.469
Cl 1.465 -5.578 -7.845 0.522
```

Calculated values
LUMO level: -0.1396 hartree
Kohn-Sham gap: 8.47 eV
HOMO level: -12.27 eV
Total charge: +1

***

We obtain F_max values of 5.6, 2.7, 5.6, 2.1 eV/A for the records listed above, in that order.
We obtain energy values of -1019.09659, -4897.89890, -8343.28627, -19872.36669 Ha for the records listed above, in that order.